Entry from the OMol25 dataset: a structure of composition C43H37IrN4O2P2S3Te (ωB97M-V with the def2-TZVPD basis set).

Each line ends with the Löwdin charge.
Positions of all 93 atoms, in Å:
1 Ir -1.146 0.949 0.354  0.5175
2 S -0.675 0.549 2.725  0.2791
3 P 1.222 0.420 1.946  0.4896
4 C 0.813 0.243 0.322  -0.7822
5 P 1.221 0.474 -1.311  0.5156
6 S -0.615 1.023 -2.022  0.3624
7 C 1.835 -1.045 -2.097  -0.3568
8 C 1.185 -1.596 -3.195  -0.0865
9 C 1.590 -2.824 -3.703  -0.0700
10 C 2.648 -3.501 -3.117  -0.0782
11 C 3.310 -2.948 -2.026  -0.0721
12 C 2.904 -1.726 -1.517  -0.1166
13 C 2.453 1.726 -1.792  -0.3212
14 C 2.129 3.066 -1.577  -0.1055
15 C 3.042 4.064 -1.867  -0.0678
16 C 4.287 3.736 -2.390  -0.0804
17 C 4.606 2.410 -2.636  -0.0769
18 C 3.691 1.405 -2.343  -0.0751
19 C 2.261 -0.901 2.636  -0.3105
20 C 3.006 -0.716 3.800  -0.0698
21 C 3.758 -1.759 4.317  -0.0746
22 C 3.779 -2.990 3.673  -0.0792
23 C 3.039 -3.180 2.515  -0.0721
24 C 2.276 -2.140 2.004  -0.0888
25 C 2.168 1.896 2.436  -0.3787
26 C 3.325 2.191 1.715  -0.0916
27 C 4.051 3.335 2.000  -0.0721
28 C 3.630 4.186 3.016  -0.0779
29 C 2.486 3.890 3.742  -0.0737
30 C 1.750 2.749 3.450  -0.1138
31 H 0.341 -1.076 -3.633  0.0826
32 H 1.060 -3.261 -4.539  0.1098
33 H 2.955 -4.463 -3.505  0.1051
34 H 4.139 -3.474 -1.569  0.1056
35 H 3.410 -1.310 -0.651  0.1098
36 H 1.139 3.325 -1.222  0.0696
37 H 2.776 5.100 -1.700  0.1083
38 H 5.001 4.516 -2.622  0.1039
39 H 5.565 2.152 -3.066  0.1044
40 H 3.950 0.377 -2.551  0.0941
41 H 3.006 0.244 4.302  0.1065
42 H 4.334 -1.609 5.220  0.1054
43 H 4.371 -3.800 4.077  0.1040
44 H 3.051 -4.138 2.011  0.1048
45 H 1.692 -2.275 1.100  0.0645
46 H 3.645 1.538 0.909  0.1072
47 H 4.938 3.568 1.425  0.1059
48 H 4.193 5.084 3.236  0.1034
49 H 2.154 4.556 4.528  0.1070
50 H 0.833 2.533 3.984  0.0776
51 N -7.070 -2.664 0.874  0.0955
52 C -6.494 -1.404 0.740  -0.3252
53 C -7.013 -0.482 -0.172  -0.0297
54 C -6.405 0.744 -0.361  -0.0511
55 C -5.261 1.066 0.362  -0.2975
56 C -4.758 0.177 1.298  -0.1447
57 C -5.364 -1.057 1.481  -0.0742
58 S -4.598 2.694 0.181  0.6121
59 O -4.942 3.167 -1.132  -0.3032
60 O -5.031 3.427 1.339  -0.2932
61 N -2.982 2.357 0.227  -0.1749
62 C -2.169 3.416 0.406  -0.4919
63 N -0.873 3.004 0.547  -0.0723
64 C 0.066 3.903 0.814  -0.1357
65 C -0.248 5.242 0.911  -0.0431
66 C -1.583 5.582 0.690  -0.1088
67 N -2.531 4.702 0.435  0.1490
68 H -8.034 -2.728 0.591  0.0864
69 H -6.897 -3.126 1.752  0.0875
70 H -7.897 -0.740 -0.743  0.1108
71 H -6.797 1.448 -1.081  0.1149
72 H -3.928 0.493 1.932  0.0903
73 H -4.964 -1.747 2.212  0.1054
74 H 1.079 3.538 0.924  0.0920
75 H 0.508 5.980 1.131  0.0985
76 H -1.898 6.620 0.716  0.1133
77 C -0.513 -2.920 -0.135  -0.3769
78 Te -2.048 -1.493 0.262  1.4168
79 C -2.657 -1.919 -1.738  -0.3673
80 C -2.093 -3.282 -2.040  -0.2840
81 C -2.575 -4.050 -3.095  -0.0370
82 C -2.031 -5.296 -3.365  -0.0847
83 C -1.003 -5.790 -2.573  -0.0866
84 C -0.523 -5.033 -1.516  -0.0463
85 C -1.055 -3.777 -1.247  -0.2860
86 H -0.293 -3.488 0.766  0.0643
87 H 0.373 -2.372 -0.440  0.0160
88 H -2.227 -1.144 -2.373  0.0104
89 H -3.743 -1.882 -1.812  0.0665
90 H -3.387 -3.669 -3.703  0.1160
91 H -2.419 -5.888 -4.184  0.1014
92 H -0.585 -6.768 -2.772  0.1011
93 H 0.281 -5.414 -0.897  0.1145

total energy: -116464.824 eV
highest occupied orbital energy: -0.26617 Eh
charge: 0
Kohn-Sham gap: 7.53 eV

***

Entry from the OMol25 dataset: a structure of composition C43H37N2P2Zr (ωB97M-V with the def2-TZVPD basis set).

Each line ends with the Löwdin charge.
Positions of all 85 atoms, in Å:
1 Zr 0.729 -0.735 -0.635  1.5624
2 C -1.143 -4.355 -2.239  0.0066
3 C -0.113 -4.960 -2.959  0.0342
4 C 1.128 -4.351 -3.016  0.0539
5 C 1.341 -3.140 -2.345  -0.1801
6 N 0.319 -2.561 -1.651  -0.1057
7 C -0.887 -3.155 -1.609  -0.0940
8 C 2.617 -2.394 -2.314  -0.1805
9 C 3.763 -2.810 -3.006  0.0210
10 C 4.923 -2.051 -2.950  -0.0014
11 C 4.968 -0.883 -2.202  -0.0222
12 C 3.842 -0.466 -1.492  -0.1205
13 C 2.657 -1.200 -1.537  -0.2632
14 H -2.117 -4.810 -2.178  0.1324
15 H -0.289 -5.896 -3.469  0.1415
16 H 1.923 -4.815 -3.578  0.1297
17 H -1.675 -2.636 -1.052  0.1163
18 H 3.765 -3.717 -3.593  0.1235
19 H 5.800 -2.370 -3.494  0.1338
20 H 5.875 -0.298 -2.175  0.1275
21 H 3.913 0.456 -0.903  0.1150
22 C -0.573 2.369 0.261  -0.2736
23 N -1.035 1.481 1.316  -0.2111
24 C -0.014 1.189 2.315  -0.2687
25 P 0.809 -0.464 1.957  0.9913
26 C -0.345 -1.752 2.545  -0.3716
27 C -1.519 -1.928 1.801  -0.1638
28 C -2.460 -2.856 2.215  -0.0518
29 C -2.210 -3.652 3.328  -0.0238
30 C -1.020 -3.522 4.026  -0.0229
31 C -0.088 -2.568 3.645  -0.0504
32 C 2.253 -0.474 3.029  -0.3972
33 C 2.145 -0.155 4.383  -0.0838
34 C 3.290 -0.120 5.157  -0.0309
35 C 4.523 -0.400 4.586  -0.0227
36 C 4.626 -0.731 3.241  -0.0435
37 C 3.490 -0.767 2.453  -0.0969
38 C -2.352 1.725 1.860  -0.2353
39 C -2.776 0.985 2.964  -0.0455
40 C -4.002 1.231 3.557  -0.0467
41 C -4.849 2.197 3.045  -0.0511
42 C -4.466 2.890 1.912  -0.0457
43 C -3.234 2.658 1.322  -0.0456
44 P -0.425 1.498 -1.410  0.9915
45 C 0.591 2.695 -2.309  -0.4022
46 C 1.863 2.297 -2.720  -0.1049
47 C 2.686 3.203 -3.367  -0.0454
48 C 2.239 4.495 -3.607  -0.0249
49 C 0.969 4.887 -3.207  -0.0287
50 C 0.140 3.993 -2.554  -0.0762
51 C -2.049 1.491 -2.220  -0.3717
52 C -3.155 0.971 -1.543  -0.1085
53 C -4.383 0.925 -2.179  -0.0452
54 C -4.502 1.346 -3.497  -0.0270
55 C -3.394 1.819 -4.183  -0.0345
56 C -2.165 1.891 -3.553  -0.0745
57 H 0.447 2.730 0.477  0.1051
58 H -1.208 3.256 0.157  0.1004
59 H -0.444 1.185 3.322  0.1052
60 H 0.788 1.943 2.307  0.1102
61 H -1.715 -1.270 0.937  0.0707
62 H -3.395 -2.965 1.688  0.1203
63 H -2.944 -4.375 3.651  0.1272
64 H -0.818 -4.156 4.876  0.1283
65 H 0.832 -2.465 4.201  0.1100
66 H 1.180 0.056 4.821  0.1177
67 H 3.217 0.132 6.203  0.1263
68 H 5.411 -0.361 5.197  0.1259
69 H 5.590 -0.954 2.813  0.1198
70 H 3.531 -1.026 1.391  0.0774
71 H -2.167 0.194 3.375  0.0931
72 H -4.282 0.668 4.433  0.1188
73 H -5.788 2.413 3.526  0.1195
74 H -5.116 3.636 1.484  0.1209
75 H -3.009 3.223 0.432  0.0984
76 H 2.176 1.262 -2.545  0.0580
77 H 3.672 2.907 -3.690  0.1178
78 H 2.878 5.199 -4.115  0.1258
79 H 0.624 5.890 -3.404  0.1265
80 H -0.854 4.293 -2.251  0.1207
81 H -3.059 0.638 -0.515  0.0875
82 H -5.249 0.560 -1.650  0.1208
83 H -5.459 1.296 -3.993  0.1254
84 H -3.485 2.133 -5.212  0.1250
85 H -1.302 2.258 -4.091  0.1104

total energy: -68004.374 eV
highest occupied orbital energy: -0.56801 Eh
charge: +3
Kohn-Sham gap: 5.36 eV

***

Entry from the OMol25 dataset: a structure of composition C43H38BrF4MnN5O2PS (ωB97M-V with the def2-TZVPD basis set).

Each line ends with the Löwdin charge.
Positions of all 96 atoms, in Å:
1 Mn 13.157 9.516 13.394  0.7879
2 C 17.117 14.494 16.278  -0.0277
3 C 16.014 13.437 16.113  -0.2257
4 C 14.727 13.849 15.983  0.0033
5 C 13.663 13.032 15.599  -0.1753
6 C 12.480 13.654 15.326  -0.0130
7 N 11.394 13.071 14.829  0.0638
8 C 10.369 13.960 14.341  -0.1479
9 C 10.651 14.298 12.846  -0.1296
10 C 9.700 13.549 11.851  -0.1332
11 N 9.806 12.090 12.110  0.0600
12 C 8.877 11.222 11.796  -0.0120
13 C 8.880 9.866 12.089  -0.1028
14 C 7.650 9.131 11.990  0.0359
15 C 7.569 7.813 12.383  -0.2481
16 C 6.380 6.909 12.188  -0.0487
17 C 8.751 7.275 12.951  0.0523
18 C 9.975 7.926 13.143  -0.1109
19 C 11.090 7.142 13.682  -0.0810
20 N 12.285 7.524 13.937  -0.0202
21 C 13.314 6.672 14.571  -0.1667
22 C 14.666 6.613 13.764  -0.1326
23 C 15.683 7.735 14.083  -0.1850
24 N 15.045 9.054 14.378  -0.0285
25 C 15.700 9.848 15.143  -0.1170
26 C 15.228 11.170 15.529  -0.1378
27 C 16.257 12.062 15.858  0.0372
28 C 13.879 11.631 15.372  -0.3574
29 O 12.893 10.887 15.046  -0.1219
30 C 10.049 9.291 12.764  -0.2414
31 O 11.127 10.007 12.858  -0.1425
32 H 17.137 15.061 17.182  0.0730
33 H 17.047 15.193 15.476  0.0702
34 H 18.092 14.006 16.189  0.0730
35 H 14.503 14.878 16.097  0.1224
36 H 12.386 14.728 15.448  0.1491
37 H 11.465 12.024 14.673  0.1503
38 H 10.403 14.933 14.948  0.1500
39 H 9.408 13.459 14.401  0.1223
40 H 11.612 13.994 12.492  0.0744
41 H 10.334 15.311 12.627  0.1146
42 H 9.961 13.797 10.808  0.1351
43 H 8.670 13.850 12.048  0.1214
44 H 10.643 11.572 12.456  0.1115
45 H 7.967 11.715 11.469  0.1466
46 H 6.801 9.721 11.640  0.1259
47 H 5.548 7.449 11.614  0.1034
48 H 6.008 6.640 13.116  0.0482
49 H 6.499 6.034 11.467  0.1120
50 H 8.747 6.235 13.162  0.1181
51 H 10.788 6.161 13.886  0.1106
52 H 12.892 5.659 14.644  0.1139
53 H 13.365 7.129 15.582  0.1301
54 H 14.505 6.580 12.660  0.1051
55 H 15.195 5.708 14.073  0.1110
56 H 16.304 7.888 13.204  0.0701
57 H 16.317 7.477 14.955  0.1233
58 H 16.657 9.480 15.648  0.1589
59 H 17.326 11.711 15.967  0.1496
60 F 15.061 13.840 7.466  0.1244
61 C 15.340 12.980 8.472  -0.0904
62 C 16.417 12.159 8.298  -0.1545
63 F 17.035 12.166 7.125  0.1541
64 C 16.863 11.360 9.281  -0.2250
65 F 17.876 10.548 8.928  0.1169
66 C 16.289 11.359 10.513  -0.3251
67 P 16.978 10.406 11.898  1.1192
68 C 18.564 11.377 12.111  -0.3376
69 C 19.833 11.133 11.644  -0.0742
70 C 20.896 11.955 12.060  -0.0607
71 C 20.632 13.091 12.807  -0.0862
72 C 19.364 13.311 13.308  -0.0974
73 C 18.347 12.483 12.947  -0.1333
74 C 17.355 8.778 11.102  -0.3670
75 C 16.571 8.265 10.039  -0.0904
76 C 16.864 6.997 9.506  -0.0569
77 C 17.947 6.310 9.987  -0.0809
78 C 18.673 6.798 11.060  -0.0906
79 C 18.369 7.973 11.655  -0.1312
80 C 15.183 12.193 10.722  -0.5773
81 Br 14.312 12.403 12.348  0.9911
82 C 14.700 12.982 9.719  -0.2779
83 F 13.656 13.768 9.903  0.0774
84 H 19.981 10.373 10.911  0.0990
85 H 21.941 11.768 11.831  0.1093
86 H 21.453 13.723 13.183  0.1168
87 H 19.073 14.222 13.839  0.1038
88 H 17.345 12.531 13.325  0.0535
89 H 15.762 8.848 9.668  0.0783
90 H 16.148 6.673 8.710  0.1275
91 H 18.166 5.336 9.661  0.0928
92 H 19.463 6.168 11.393  0.1018
93 H 18.898 8.342 12.523  0.1079
94 S 12.388 7.225 10.323  0.5832
95 C 13.139 8.522 10.876  -1.0029
96 N 13.789 9.361 11.373  -0.0253

total energy: -189105.018 eV
highest occupied orbital energy (alpha / beta): -0.36556 / -0.36990 Eh
charge: +1
Kohn-Sham gap (alpha / beta): 6.54 / 6.66 eV
2S+1: 6

***

> Look up the total energy of the second one.

-68004.374 eV

***

> charge of number 1 (C43H37IrN4O2P2S3Te)?

0